A:
Here is a single CH6OP2 molecule from the Open Molecules 2025 dataset. Energies are from ωB97M-V with the def2-TZVPD basis set.

As for the net charge: 0. As for the LUMO energy: -0.733 eV. As for the orbital gap: 7.880 eV. Its SMILES is C[PH2]=[PH]=O.

Cartesian coordinates (Å):
C (1.31803, -0.49136, -0.38815)
P (0.28658, 1.02341, -0.39865)
P (-1.94802, -0.30363, -0.12923)
O (-2.81369, 0.71867, 0.42093)
H (1.74767, -0.48988, -1.32402)
H (2.12873, -0.39792, 0.41436)
H (0.58671, -1.27337, -0.17100)
H (-0.29736, 0.73817, 0.86164)
H (1.19888, 1.95506, -0.06378)
H (-2.20753, -1.47915, 0.77789)

B:
Here is a single CH6OP2 molecule from the Open Molecules 2025 dataset. Energies are from ωB97M-V with the def2-TZVPD basis set.

As for the net charge: 0. As for the LUMO energy: 0.834 eV. As for the orbital gap: 10.136 eV. Its SMILES is OC(P)P.

Cartesian coordinates (Å):
O (0.03092, -0.83344, 1.30108)
C (0.03747, 0.26019, 0.51300)
P (2.02096, 0.44515, -0.18997)
P (-1.17041, 0.31563, -0.86870)
H (-0.77567, -1.37108, 1.03504)
H (-0.18559, 1.18771, 1.21147)
H (1.72054, 1.29901, -1.29070)
H (1.81002, -0.62061, -1.02429)
H (-2.23791, 0.34142, 0.01806)
H (-1.25034, -1.02398, -0.70500)

Consider the structures shown above. The least stable of them is A.